2 unconnected molecules or ions with the total composition C15H27NO in a non-equilibrium geometry. Source: OMol25; level of theory: ωB97M-V/def2-TZVPD.

```
44
Properties=species:S:1:pos:R:3:forces:R:3:nbo_charge:R:1
C 4.5631 3.9639 -2.8350 -4.992 -3.124 -1.212 -0.283
C 3.4675 3.3248 -3.0043 8.463 4.841 2.023 0.009
C 2.2323 2.6653 -3.0971 -1.229 8.523 0.461 -0.447
C 1.8444 1.9302 -2.0005 -1.583 -4.884 -0.936 -0.483
C 1.6677 2.7631 -0.9627 -2.251 9.918 11.177 -0.377
C 1.2134 2.1937 0.4140 0.654 -3.715 -4.418 -0.459
C 2.2333 1.3635 0.9401 5.733 -8.639 0.511 -0.324
C 2.1261 0.5642 2.3899 -4.226 4.015 -2.540 -0.397
C 0.8448 -0.2088 2.5141 -2.293 0.398 1.703 -0.375
C 0.7018 -1.4613 1.6385 1.643 1.571 8.824 -0.535
C -0.3606 -2.2313 2.1376 -4.829 -1.290 -5.236 0.741
O -0.2894 -3.2650 2.6993 -0.480 -0.637 1.805 -0.533
N -1.6559 -1.8819 1.2162 5.894 -2.608 4.409 -0.697
H -1.5660 -0.9824 0.9064 -0.457 2.612 -0.836 0.376
C -2.8320 -2.5201 1.5091 -4.161 3.429 1.987 -0.236
C -3.4467 -2.9418 0.2780 1.027 -6.471 -2.699 -0.299
C -3.8638 -2.0417 -0.9226 6.020 4.565 6.603 -0.393
C -4.3724 -2.6520 -2.0715 -1.985 -4.987 1.507 -0.624
H -5.2299 -3.3832 -1.6835 0.998 1.889 -1.524 0.207
H -3.6523 -3.3638 -2.3768 0.986 -0.963 -0.491 0.220
H -4.4671 -2.0404 -2.8640 -1.462 2.079 -2.630 0.223
H -2.7893 -1.3450 -0.9978 -2.761 -1.825 -0.814 0.167
H -4.4175 -1.2962 -0.3023 -0.696 -0.207 -1.151 0.204
H -4.3395 -3.4891 0.6047 -0.049 -0.441 -0.455 0.193
H -2.4306 -3.9711 -0.0188 -3.164 2.629 -0.073 0.113
H -2.8058 -3.2616 2.3852 0.243 0.974 -1.688 0.251
H -3.7257 -1.6917 1.7680 1.974 -1.304 0.648 0.122
H 0.8279 -1.2244 0.7542 -0.199 2.052 -8.901 0.221
H 1.6007 -1.8912 1.8806 2.151 -2.081 0.590 0.225
H 0.5434 -0.4467 3.5877 1.240 -0.278 -0.882 0.213
H -0.0402 0.4018 2.3710 -0.112 0.750 -0.769 0.188
H 2.0491 1.4168 3.0345 -0.188 0.495 1.005 0.194
H 2.8576 0.0107 2.7951 3.468 -1.943 0.294 0.210
H 2.4292 0.3402 0.2087 -0.434 2.677 1.391 0.142
H 3.2637 1.7457 0.9883 -0.395 0.576 -0.261 0.209
H 0.3877 1.5348 0.4629 -1.705 -0.543 -1.056 0.189
H 1.0811 2.6897 1.2223 -1.484 5.647 4.448 0.211
H 2.4729 3.6084 -0.4398 -0.624 -2.853 -2.334 0.224
H 0.9440 3.6509 -0.9547 0.054 -1.309 -1.720 0.223
H 2.7468 1.3894 -1.6651 -0.891 -1.535 -0.663 0.256
H 0.7730 1.5164 -2.1788 2.151 -0.697 0.212 0.237
H 2.3193 2.4071 -3.9837 0.031 -4.650 -8.175 0.238
H 1.5595 3.6624 -3.4672 0.655 -2.303 1.723 0.209
H 5.5345 4.4477 -2.8802 -0.735 -0.353 0.143 0.247
```
Forces are in eV/Å.

Calculated values
* total energy: -19516.64039 eV
* LUMO: 0.021 Eh
* net charge: 0
* molar mass: 237.387 g mol⁻¹
* ΔE to the lowest compared entry with this formula, charge and spin: 308.8 kcal/mol
* HOMO level: -8.8 eV